No. 1
# C5H12N4

A 3-piece molecular cluster, C5H12N4 overall in a non-equilibrium geometry (wB97M-V/def2-TZVPD, the OMol25 dataset).

XYZ file:
```
21
Properties=species:S:1:pos:R:3
C -0.5605 0.4080 0.2382
C 2.3279 1.2431 0.8200
N -0.4463 -0.8607 0.6565
C 1.6128 0.3866 -0.1631
N -0.5966 -1.8028 -0.2432
N -1.0430 0.7169 -1.0676
C -2.6166 -0.1970 1.1322
C 2.1513 -0.3202 -1.1403
N -3.4426 -1.0104 0.6695
H -0.4467 1.1628 1.0036
H -1.0410 -1.5963 -1.1391
H -0.1462 -2.6821 -0.0436
H -1.8105 1.3792 -1.0340
H -0.2954 1.0951 -1.6416
H -3.0497 -1.5874 -0.0891
H -2.9115 0.4336 1.9879
H 1.9452 2.2695 0.8068
H 2.1878 0.8619 1.8368
H 3.4097 1.2938 0.6272
H 3.2125 -0.2548 -1.4030
H 1.5592 -0.9389 -1.8140
```

Computed properties:
Strongest force on any atom in eV/A: 3.7
ΔE to the lowest compared entry with this formula, charge and spin in kcal/mol: 171.6
E_LUMO (spin up / spin down) in eV: 0.46 / 0.38

No. 2
# C5H12N4

One molecule with the formula C5H12N4 in a non-equilibrium geometry (wB97M-V/def2-TZVPD, the OMol25 dataset).

XYZ file:
```
21
Properties=species:S:1:pos:R:3
C 2.9048 -0.4083 -0.3885
C 1.7204 0.5644 -0.1701
C -0.5125 0.4544 0.9632
C -1.4778 0.5468 -0.3279
C -2.4896 -0.4421 -0.6349
H 2.6918 -1.0830 -1.1087
H 3.8472 0.2212 -0.5600
H 3.0717 -0.9213 0.6307
H 1.1172 2.3956 0.1333
H -0.3683 -1.3418 -0.6330
H 0.2159 -1.8935 0.9062
H -0.2609 1.4088 1.4614
H -0.9910 -0.1180 1.7492
H -0.9429 0.9993 -1.0909
H -2.6930 -0.6252 -1.6559
H -2.7001 -1.4370 -0.0541
H -3.2860 0.6322 0.8309
N 1.8896 1.7952 -0.3931
N 0.7289 -0.1365 0.5098
N 0.4880 -1.4397 -0.0001
N -2.9536 0.8285 -0.1673
```

Computed properties:
Strongest force on any atom in eV/A: 5.0
ΔE to the lowest compared entry with this formula, charge and spin in kcal/mol: 89.7
E_LUMO in eV: 0.70
SMILES: [H]/N=C(/C)N(N)C[C@H]1CN1

No. 3
# C5H12NO

An isolated ion of composition C5H12NO and charge -1 in a non-equilibrium geometry (wB97M-V/def2-TZVPD, the OMol25 dataset).

XYZ file:
```
19
Properties=species:S:1:pos:R:3
C -0.0180 -0.7285 -0.9023
C -0.4094 -0.6896 0.5832
C -0.6477 -2.1050 1.1540
C -1.6764 0.1321 0.8257
N 0.3256 0.5771 -1.5044
C 1.3758 1.3320 -0.7019
O 1.0373 1.7091 0.5090
H 0.7562 -1.4911 -1.1489
H -0.9111 -1.1027 -1.4317
H 0.4769 -0.2261 1.0339
H -1.4109 -2.7141 0.6514
H -0.8176 -1.8656 2.2023
H 0.2713 -2.6759 0.9971
H -1.8645 0.9088 0.0797
H -2.6019 -0.3969 1.0585
H -1.4797 0.8339 1.6522
H 0.8060 0.2596 -2.3442
H 2.3258 0.7091 -0.6114
H 1.7333 2.0559 -1.5218
```

Computed properties:
Charge: -1
Strongest force on any atom in eV/A: 2.1
ΔE to the lowest compared entry with this formula, charge and spin in kcal/mol: 22.0
E_LUMO in eV: 4.01
SMILES: CC(C)CNC[O-]

No. 4
# C5H12NO

A 2-piece molecular cluster, C5H12NO overall in a non-equilibrium geometry (wB97M-V/def2-TZVPD, the OMol25 dataset).

XYZ file:
```
19
Properties=species:S:1:pos:R:3
C -2.3917 -0.0163 0.8042
C -0.9381 0.4184 0.9787
C 0.3307 2.3429 0.8768
N -0.7973 1.8290 0.6254
H -2.4851 -1.0684 1.0840
H -3.0714 0.5990 1.3995
H -2.6945 0.0903 -0.2406
H -0.3036 -0.2020 0.3020
H -0.5866 0.2265 1.9940
H 1.1521 1.7870 1.3379
H 0.4876 3.3877 0.6099
C 1.8161 -1.0581 -0.5835
O 1.0732 -1.3536 0.5275
C 1.0381 -1.2866 -1.8827
H 2.7512 -1.6664 -0.6226
H 2.1652 0.0058 -0.5986
H 0.1151 -0.7013 -1.8408
H 0.7391 -2.3327 -1.9816
H 1.6000 -1.0014 -2.7894
```

Computed properties:
Charge: -1
Strongest force on any atom in eV/A: 1.2
ΔE to the lowest compared entry with this formula, charge and spin in kcal/mol: 28.7
E_LUMO in eV: 4.22

No. 5
# C5H12NO

A 2-piece molecular cluster, C5H12NO overall (wB97M-V/def2-TZVPD, the OMol25 dataset).

XYZ file:
```
19
Properties=species:S:1:pos:R:3
C -1.0682 -0.2151 0.7330
O -0.4326 0.9470 0.9417
C -0.5388 -1.3598 1.6245
N -1.1591 -2.6505 1.2838
H -2.1785 -0.1791 0.9164
H -0.9714 -0.6120 -0.3212
H 0.5476 -1.4196 1.5034
H -0.7149 -1.0869 2.6774
H -1.2075 -3.2957 2.0556
H -2.0907 -2.4941 0.9264
C 1.8708 1.3258 -0.5905
C 0.9821 1.6405 -1.7503
C 0.4820 0.7284 -2.5823
H 1.6561 2.0133 0.2235
H 1.6891 0.3186 -0.2255
H 2.9294 1.4199 -0.8699
H 0.7167 2.6791 -1.9219
H -0.1744 0.9870 -3.4058
H 0.6904 -0.3275 -2.4540
```

Computed properties:
Charge: -1
Strongest force on any atom in eV/A: 0.7
ΔE to the lowest compared entry with this formula, charge and spin in kcal/mol: 29.5
E_LUMO in eV: 4.32

No. 6
# C5H12NO

An isolated ion of composition C5H12NO and charge -1 in a non-equilibrium geometry (wB97M-V/def2-TZVPD, the OMol25 dataset).

XYZ file:
```
19
Properties=species:S:1:pos:R:3
C 0.3933 0.7762 0.8098
C -0.5939 -0.1544 0.2615
C -1.8276 -0.2876 1.0446
C 0.0319 -1.5298 0.0626
N 1.5960 0.7581 -0.1701
C 1.0011 0.7940 -1.6319
O 0.6791 -0.3612 -2.1372
H -0.0279 1.7246 1.0875
H 0.8389 0.3612 1.7978
H -0.9808 0.1599 -0.7932
H -1.6504 -1.2364 1.7966
H -2.4455 -0.7429 0.2862
H -2.1781 0.4288 1.7533
H 0.6537 -1.2594 -0.6869
H 0.7504 -1.6494 0.8049
H -0.5719 -2.3448 -0.1157
H 2.1641 1.6514 -0.1846
H 0.3969 1.7296 -1.6714
H 1.7707 1.1821 -2.3138
```

Computed properties:
Charge: -1
Strongest force on any atom in eV/A: 5.1
ΔE to the lowest compared entry with this formula, charge and spin in kcal/mol: 68.9
E_LUMO in eV: 4.09
SMILES: CC(C)CNC[O-]

No. 7
# C5H12NO

A 2-piece molecular cluster, C5H12NO overall in a non-equilibrium geometry (wB97M-V/def2-TZVPD, the OMol25 dataset).

XYZ file:
```
19
Properties=species:S:1:pos:R:3
C 3.6968 0.8534 0.4881
N 4.1189 0.2942 -0.6108
C -0.0434 -0.9795 0.4899
C -0.5567 0.4267 0.1551
C -1.6388 0.4891 -0.9158
C -2.8269 -0.4728 -0.4253
O -3.0649 -0.3531 0.8899
H 3.4423 1.9240 0.5743
H 3.2230 -0.2808 -0.3724
H 3.7300 0.2612 1.4174
H -1.9590 1.5286 -1.0396
H -0.7112 -1.3073 1.2889
H -0.0644 -1.7289 -0.3007
H 0.9878 -0.9520 0.8928
H -1.1291 0.7126 1.0527
H 0.2713 1.1483 0.0531
H -1.2655 0.1234 -1.8898
H -3.7165 -0.1788 -1.0447
H -2.4935 -1.5083 -0.7030
```

Computed properties:
Charge: -1
Strongest force on any atom in eV/A: 3.2
ΔE to the lowest compared entry with this formula, charge and spin in kcal/mol: 86.9
E_LUMO in eV: 2.79

No. 8
# C5H12NO

An isolated ion of composition C5H12NO and charge -1 in a non-equilibrium geometry (wB97M-V/def2-TZVPD, the OMol25 dataset).

XYZ file:
```
19
Properties=species:S:1:pos:R:3
C 1.3192 0.5829 -1.5335
O 2.4657 1.3236 -1.6084
C 0.2139 1.2693 -0.6953
C -1.0531 0.4496 -0.4776
C -0.8150 -1.0284 -0.0023
C 0.1591 -1.1429 1.1455
N -0.1492 -0.4369 2.3822
H 1.6328 -0.3687 -1.0884
H 0.8588 0.3274 -2.5320
H -0.0824 2.2652 -1.0774
H 0.6330 1.3973 0.3117
H -1.6764 0.4225 -1.4055
H -1.7310 0.9603 0.2370
H -1.7257 -1.6260 0.1633
H -0.3753 -1.5212 -0.8720
H 1.0874 -0.7291 0.7669
H 0.4144 -2.1948 1.3214
H -0.0342 0.5686 2.3705
H -1.1419 -0.5188 2.5937
```

Computed properties:
Charge: -1
Strongest force on any atom in eV/A: 1.8
ΔE to the lowest compared entry with this formula, charge and spin in kcal/mol: 17.3
E_LUMO in eV: 3.88
SMILES: NCCCCC[O-]

No. 9
# C5H12NO

An isolated ion of composition C5H12NO and charge -1 in a non-equilibrium geometry (wB97M-V/def2-TZVPD, the OMol25 dataset).

XYZ file:
```
19
Properties=species:S:1:pos:R:3
C -0.1844 -0.5488 -0.1145
C 0.7955 0.5965 0.2380
C 1.9952 -0.0105 0.9587
C 1.1337 1.3540 -1.0346
N -1.4799 -0.0460 -0.4822
C -2.6347 -0.8291 0.2751
O -3.7526 -0.8134 -0.3706
H -0.3514 -1.1436 0.7923
H 0.2650 -1.2288 -0.8554
H 0.1848 1.1255 0.9643
H 1.7100 -0.4197 1.9299
H 2.4616 -0.7966 0.3610
H 2.8176 0.7142 1.0749
H 1.8277 2.1582 -0.8172
H 0.2151 1.7256 -1.4906
H 1.5727 0.6290 -1.7248
H -1.8198 -0.2583 -1.4152
H -2.5592 -0.3469 1.2946
H -2.1970 -1.8614 0.4164
```

Computed properties:
Charge: -1
Strongest force on any atom in eV/A: 1.6
ΔE to the lowest compared entry with this formula, charge and spin in kcal/mol: 10.3
E_LUMO in eV: 3.70
SMILES: CC(C)CNC[O-]

No. 10
# C5H12NO

An isolated ion of composition C5H12NO and charge -1 (wB97M-V/def2-TZVPD, the OMol25 dataset).

XYZ file:
```
19
Properties=species:S:1:pos:R:3
C 1.1886 -0.0434 0.6491
N -0.0337 0.7147 0.8338
C -1.2648 -0.0228 0.5745
C -1.3383 -0.8991 -0.6738
C -1.2455 -0.1469 -2.0443
O -2.0254 -0.6135 -3.0030
C 2.3633 0.6036 1.3903
H 1.0215 -1.0371 1.0458
H 1.4667 -0.2179 -0.3957
H 0.0060 1.5363 0.2419
H -1.4623 -0.6559 1.4480
H -2.0924 0.6866 0.5192
H -0.5941 -1.7029 -0.6100
H -2.2992 -1.4162 -0.6209
H -1.4559 0.9385 -1.7351
H -0.1425 -0.0942 -2.2720
H 2.7089 1.4418 0.7867
H 2.0161 1.0205 2.3315
H 3.1831 -0.0921 1.5338
```

Computed properties:
Charge: -1
Strongest force on any atom in eV/A: 1.0
ΔE to the lowest compared entry with this formula, charge and spin in kcal/mol: 16.7
E_LUMO in eV: 3.70
SMILES: CCNCCC[O-]

No. 11
# C5H12NO

One molecule with the formula C5H12NO in a non-equilibrium geometry (wB97M-V/def2-TZVPD, the OMol25 dataset).

XYZ file:
```
19
Properties=species:S:1:pos:R:3
O 0.6274 2.5735 -0.8779
C 0.1601 1.5669 -1.4318
C -0.6879 0.7789 -0.4395
C -0.0787 -0.7592 -0.3654
C -0.8404 -1.8768 0.4914
C 1.5273 -0.5070 -0.0039
N -0.6556 1.3936 0.9109
H 0.5228 0.9281 -2.2587
H -1.6600 0.6147 -0.7772
H -0.1123 -1.2756 -1.3649
H -0.9749 -1.6699 1.5002
H -1.9396 -2.0579 0.2452
H -0.1495 -2.7572 0.3396
H 1.9199 -1.5464 -0.0181
H 2.1919 0.1442 -0.6938
H 1.7363 -0.1610 1.0382
H 0.2689 1.0589 1.2999
H -1.3630 1.0690 1.5547
H -0.4929 2.4833 0.8510
```

Computed properties:
<S²>: 0.753
Spin multiplicity: 2
Strongest force on any atom in eV/A: 4.3
ΔE to the lowest compared entry with this formula, charge and spin in kcal/mol: 62.6
E_LUMO (spin up / spin down) in eV: 0.22 / 0.15

No. 12
# C5H12NO

One molecule with the formula C5H12NO in a non-equilibrium geometry (wB97M-V/def2-TZVPD, the OMol25 dataset).

XYZ file:
```
19
Properties=species:S:1:pos:R:3
C 1.8784 1.1092 0.7037
N 0.8930 1.4018 -0.3364
C -0.8514 -2.0298 -0.4125
C 0.2670 -0.9996 -0.3212
C -0.1757 0.4459 -0.5678
C -1.5276 0.7571 0.2521
O -1.5806 2.0639 0.5347
H 2.5520 0.2994 0.4097
H 1.4346 0.9148 1.6884
H 2.5087 1.9938 0.8087
H 0.4850 2.3034 -0.1122
H -0.6254 -2.7914 -1.1651
H -0.9998 -2.5882 0.5006
H -1.8095 -1.6463 -0.7477
H 0.7727 -1.0343 0.6408
H 1.0497 -1.2344 -1.0420
H -0.4284 0.4959 -1.6202
H -2.3775 0.4309 -0.3519
H -1.4653 0.1079 1.1384
```

Computed properties:
<S²>: 0.756
Spin multiplicity: 2
Strongest force on any atom in eV/A: 1.0
ΔE to the lowest compared entry with this formula, charge and spin in kcal/mol: 18.7
E_LUMO (spin up / spin down) in eV: 1.01 / -1.58

No. 13
# C5H12NO

A 2-piece molecular cluster, C5H12NO overall in a non-equilibrium geometry (wB97M-V/def2-TZVPD, the OMol25 dataset).

XYZ file:
```
19
Properties=species:S:1:pos:R:3
O -0.8003 -2.8224 3.3030
C -0.8711 -1.6090 3.4040
C -0.6491 -0.5369 2.2566
H -1.2564 -1.1669 4.3488
H 0.4351 -0.2382 2.1175
H -1.2632 0.3683 2.4311
H -0.9709 -0.9897 1.3088
C 0.6597 1.0450 -2.8822
C 0.3436 0.7672 -1.4839
C -0.3240 1.5115 -0.5743
N 0.7961 -0.5769 -1.0608
H 0.1988 1.9991 -3.2089
H 1.7261 1.0320 -3.0684
H 0.2514 0.1997 -3.5362
H -0.3278 1.2357 0.4654
H -0.6797 2.5174 -0.9148
H 1.8174 -0.6296 -1.1268
H 0.4221 -1.3357 -1.6787
H 0.4922 -0.7705 -0.1003
```

Computed properties:
Charge: +1
Strongest force on any atom in eV/A: 2.4
ΔE to the lowest compared entry with this formula, charge and spin in kcal/mol: 39.6
E_LUMO in eV: -3.77